ORCA calculation (wB97M-V/def2-TZVPD) on a 8-piece molecular cluster, C9H35O8 overall at a distorted geometry.

Results
HOMO energy (eV): -11.90
Energy above the lowest of the compared OMol25 structures with the same formula, charge and spin (kcal per mole): 72.1
Net charge: +1
E_LUMO (eV): -3.7496

Structure (XYZ):
```
52
Properties=species:S:1:pos:R:3:mulliken_charge:R:1
O 7.603 -15.928 14.963 -0.327
H 7.604 -16.159 14.031 0.430
H 7.214 -15.051 14.990 0.402
H 7.070 -16.566 15.442 0.423
O 6.196 -17.096 11.704 -0.627
H 5.721 -17.763 11.208 0.316
H 6.948 -16.878 11.154 0.326
O 5.907 -18.711 16.868 -0.625
H 5.825 -19.608 16.545 0.322
H 5.443 -18.714 17.705 0.323
O 6.070 -12.833 14.148 -0.590
H 6.098 -12.624 13.215 0.311
H 5.676 -12.062 14.556 0.307
O 8.391 -13.200 18.111 -0.635
H 9.140 -12.614 18.214 0.324
H 7.628 -12.623 18.141 0.314
C 12.278 -13.648 10.079 -1.303
C 10.744 -13.764 10.225 0.370
C 10.161 -13.910 8.795 -1.168
O 10.446 -14.783 11.160 -0.531
H 12.920 -13.607 10.960 0.389
H 12.393 -12.703 9.549 0.344
H 12.717 -14.462 9.502 0.326
H 10.519 -12.865 10.799 0.241
H 9.098 -14.103 8.937 0.294
H 10.512 -14.774 8.231 0.352
H 10.296 -12.913 8.376 0.370
H 10.832 -14.516 11.998 0.317
C 2.581 -13.561 16.782 -1.178
C 3.137 -12.936 18.055 0.467
C 3.693 -13.964 19.030 -1.128
O 4.122 -11.975 17.586 -0.554
H 3.311 -14.211 16.300 0.247
H 2.363 -12.826 16.007 0.352
H 1.692 -14.140 17.032 0.355
H 2.319 -12.463 18.598 0.231
H 2.868 -14.466 19.534 0.356
H 4.440 -13.523 19.690 0.332
H 4.153 -14.720 18.394 0.213
H 3.664 -11.217 17.216 0.308
C 9.874 -20.509 11.345 -1.333
C 10.400 -21.903 11.823 0.552
C 9.555 -22.524 12.940 -1.209
O 10.255 -22.824 10.712 -0.562
H 10.270 -20.136 10.400 0.403
H 10.181 -19.699 12.007 0.318
H 8.813 -20.417 11.117 0.329
H 11.476 -21.855 11.990 0.230
H 9.717 -23.598 13.029 0.330
H 8.498 -22.438 12.687 0.314
H 9.657 -21.904 13.831 0.336
H 10.516 -22.430 9.876 0.294
```

***

ORCA calculation (wB97M-V/def2-TZVPD) on C31H40BGeN5O5RuS as an isolated structure at a distorted geometry.

Results
Multiplicity: 2
HOMO energy (alpha / beta) (eV): -3.02 / -4.28
Energy above the lowest of the compared OMol25 structures with the same formula, charge and spin (kcal per mole): 3.9
Net charge: -1
E_LUMO (alpha / beta) (eV): 2.3459 / 2.2281

Structure (XYZ):
```
85
Properties=species:S:1:pos:R:3:lowdin_spin:R:1
Ru 0.771 0.457 0.714 0.021
N 2.733 1.073 -3.205 0.000
C 2.022 1.055 -2.018 0.000
S 2.133 -0.390 -1.057 0.004
N 1.350 2.128 -1.738 0.001
N 0.692 2.092 -0.508 0.000
C -0.173 3.040 -0.357 0.001
C -1.059 3.262 0.761 0.000
C -1.946 4.345 0.647 0.000
C -2.879 4.646 1.612 0.000
C -2.947 3.832 2.751 0.000
C -2.087 2.772 2.909 0.000
C -1.095 2.452 1.944 0.000
O -0.267 1.496 2.187 0.003
H 2.882 0.161 -3.604 0.000
H 2.404 1.766 -3.860 0.000
H -0.258 3.724 -1.203 0.000
H -1.890 4.953 -0.251 0.000
H -3.548 5.487 1.490 0.000
H -3.688 4.037 3.515 0.000
H -2.127 2.146 3.792 0.000
O 7.065 4.646 0.097 0.003
C 7.027 3.884 1.226 0.013
O 7.961 3.934 1.987 0.019
C 5.827 3.043 1.414 0.050
C 4.633 3.215 0.701 0.004
C 3.555 2.389 0.903 0.034
C 3.608 1.333 1.833 0.017
C 4.811 1.171 2.557 0.042
C 5.881 2.013 2.352 -0.005
N 2.519 0.518 1.990 0.174
C 2.435 -0.344 3.007 0.216
C 1.369 -1.251 3.057 0.069
C 1.143 -2.132 4.143 0.064
C 0.053 -2.956 4.131 0.020
C -0.819 -2.920 3.028 0.109
C -0.537 -2.046 1.999 -0.004
N 0.521 -1.234 1.989 0.117
H 6.303 4.432 -0.457 0.000
H 4.513 4.028 -0.009 -0.001
H 2.635 2.542 0.362 0.002
H 4.911 0.360 3.263 0.006
H 6.800 1.878 2.908 -0.001
H 3.162 -0.349 3.810 0.015
H 1.836 -2.121 4.975 0.002
H -0.139 -3.625 4.961 -0.001
H -1.696 -3.550 2.977 0.008
H -1.168 -2.018 1.121 -0.002
C -3.923 -0.698 1.419 0.000
Ge -3.694 -0.030 -0.404 0.000
C -4.628 -1.253 -1.632 0.000
C -4.455 1.758 -0.623 0.000
C -1.785 0.021 -0.893 0.000
H -4.953 -0.560 1.747 0.000
H -3.259 -0.174 2.107 0.000
H -3.685 -1.762 1.450 0.000
H -5.698 -1.275 -1.423 0.000
H -4.226 -2.260 -1.514 0.000
H -4.483 -0.941 -2.668 0.000
H -5.539 1.730 -0.503 0.000
H -4.226 2.128 -1.624 0.000
H -4.036 2.453 0.105 0.000
H -1.253 0.135 0.066 0.000
H -1.590 0.918 -1.481 0.000
C -1.751 -2.906 -4.365 0.000
C -0.658 -2.647 -3.335 0.000
C 0.715 -2.791 -3.968 0.000
O -0.810 -1.278 -2.916 0.000
B -1.332 -1.258 -1.650 0.000
O -1.510 -2.528 -1.139 0.000
C -0.843 -3.466 -2.002 0.000
C 0.469 -3.837 -1.321 0.000
C -1.723 -4.698 -2.132 0.000
H -1.627 -2.201 -5.188 0.000
H -2.738 -2.748 -3.931 0.000
H -1.696 -3.920 -4.762 0.000
H 0.750 -2.200 -4.884 0.000
H 0.918 -3.834 -4.219 0.000
H 1.485 -2.425 -3.290 0.000
H 1.070 -2.947 -1.133 0.000
H 1.049 -4.539 -1.921 0.000
H 0.246 -4.300 -0.359 0.000
H -2.727 -4.445 -2.467 0.000
H -1.801 -5.181 -1.157 0.000
H -1.284 -5.412 -2.832 0.000
```

***

ORCA calculation (wB97M-V/def2-TZVPD) on C26H34N8O4 as an isolated structure at a distorted geometry.

Results
HOMO energy (eV): -8.23
Energy above the lowest of the compared OMol25 structures with the same formula, charge and spin (kcal per mole): 607.2
Net charge: 0
E_LUMO (eV): 0.0250

Structure (XYZ):
```
72
Properties=species:S:1:pos:R:3:mulliken_charge:R:1
C 4.243 3.670 -6.019 -1.326
C 4.412 2.496 -4.956 0.741
C 5.574 1.653 -4.666 -0.373
C 5.174 0.878 -3.723 -0.837
C 3.799 1.151 -3.514 0.559
C 3.050 0.852 -2.439 0.320
N 3.352 -0.014 -1.615 -1.246
N 2.379 -0.440 -0.840 0.928
N 1.457 0.444 -1.193 0.583
N 1.792 1.210 -2.108 -1.105
C 2.373 -1.300 0.296 -1.081
C 0.919 -2.005 -0.024 0.670
O 0.496 -3.030 -0.733 -0.693
N -0.203 -1.229 0.635 0.893
C -0.151 -0.239 1.413 -0.897
H -1.141 0.463 1.512 0.176
H 0.359 0.689 1.010 0.293
C 0.273 -0.449 2.854 -1.723
N -0.704 -0.451 3.988 1.726
C -0.446 -0.998 5.121 -0.986
C -1.620 -0.981 6.000 -0.594
O -1.697 0.624 6.380 -0.485
C -1.980 1.228 5.274 -0.673
H -2.138 2.404 5.541 0.297
C -0.754 0.806 4.227 -1.174
H -1.157 1.595 3.393 0.148
H -0.160 1.480 4.596 0.628
H -2.877 0.766 4.821 0.267
H -1.422 -1.275 6.967 0.448
H -2.621 -1.268 5.667 0.217
H -0.339 -2.235 4.873 0.269
H 0.454 -0.908 5.484 0.695
H 1.236 0.011 3.224 0.233
H 0.448 -1.609 2.784 0.476
C -1.650 -1.687 0.186 -0.752
C -2.207 -2.057 1.666 -0.187
C -3.327 -1.411 2.045 0.303
C -3.932 -1.399 3.348 -1.050
N -3.570 -2.743 3.909 -0.597
C -2.514 -3.418 3.374 -1.139
C -2.143 -3.093 2.260 1.485
H -1.157 -3.638 1.787 0.085
H -2.434 -4.366 3.832 0.487
H -4.809 -0.997 3.607 0.580
H -3.526 -0.370 1.521 0.148
C -2.518 -0.782 -0.583 0.311
O -3.726 -0.782 -0.766 -0.705
N -1.816 0.172 -1.280 0.286
H -0.541 0.049 -1.184 -0.092
C -2.031 1.172 -2.339 -0.110
H -3.210 0.920 -2.213 0.473
C -1.600 0.759 -3.686 -1.049
C -0.821 1.881 -3.932 -0.354
H -0.867 2.298 -5.114 0.237
C -1.570 3.258 -3.216 -0.650
H -0.761 4.228 -3.077 0.223
H -2.414 3.412 -3.866 0.371
C -1.680 2.609 -1.998 -0.751
H -2.415 3.068 -1.300 0.398
H -0.907 2.735 -1.173 0.167
H 0.153 1.818 -3.737 0.142
H -1.091 -0.033 -3.678 0.561
H -2.480 0.640 -4.379 0.239
H -1.440 -2.480 -0.443 0.960
H 2.204 -0.821 1.191 0.568
H 2.839 -2.056 0.073 0.640
O 3.423 2.335 -4.231 -0.234
H 5.885 0.243 -3.123 0.379
H 6.508 1.852 -5.493 0.195
H 5.154 4.059 -6.516 0.337
H 3.480 3.437 -6.552 0.389
H 4.023 4.632 -5.526 0.332
```

***

ORCA calculation (wB97M-V/def2-TZVPD) on C36H47F5IrN3O2SeSi4Te as an isolated structure.

Results
HOMO energy (eV): -1.29
Energy above the lowest of the compared OMol25 structures with the same formula, charge and spin (kcal per mole): 80.5
Net charge: -2
E_LUMO (eV): 3.3404

Structure (XYZ):
```
100
Properties=species:S:1:pos:R:3:mulliken_charge:R:1
Ir -0.455 0.403 0.141 0.496
O 2.637 -0.034 6.123 -0.748
C 3.244 -0.060 5.029 0.406
O 4.428 -0.375 4.789 -0.786
C 2.387 0.271 3.796 -0.883
C 1.090 0.694 3.939 -0.250
C 0.250 0.865 2.830 0.231
N 0.769 0.647 1.561 -0.028
C 2.071 0.195 1.405 0.308
C 2.879 0.029 2.495 -0.682
C 2.380 -0.078 0.018 0.490
C 3.648 -0.401 -0.471 -0.758
C 3.834 -0.573 -1.822 -0.511
C 2.749 -0.420 -2.687 -0.875
C 1.518 -0.129 -2.154 0.036
N 1.321 0.035 -0.833 0.173
C -1.103 1.248 2.795 0.648
C -1.838 1.767 3.888 -0.308
C -3.085 2.279 3.704 -0.867
C -3.633 2.287 2.392 -0.689
C -2.920 1.742 1.371 -0.231
N -1.685 1.180 1.528 0.225
H 0.724 0.846 4.945 0.552
H 3.897 -0.328 2.407 0.493
H 4.468 -0.496 0.227 0.394
H 4.817 -0.812 -2.210 0.408
H 2.846 -0.512 -3.760 0.508
H 0.653 -0.008 -2.791 0.443
H -1.369 1.770 4.864 0.306
H -3.645 2.685 4.537 0.395
H -4.606 2.712 2.191 0.426
H -3.311 1.723 0.362 0.251
C -2.236 0.109 -1.892 -1.645
C -2.396 -1.280 -1.245 3.096
C -3.529 -1.288 -0.229 -0.375
C -2.697 -2.301 -2.343 -2.141
C -1.032 -1.481 -0.581 -1.361
H -3.196 0.557 -2.167 0.616
H -1.624 0.058 -2.792 0.017
H -1.779 0.923 -1.253 0.160
H -4.481 -1.030 -0.702 0.504
H -3.331 -0.583 0.575 -0.743
H -3.619 -2.285 0.209 -0.199
H -3.635 -2.056 -2.852 0.464
H -2.787 -3.303 -1.916 0.261
H -1.901 -2.312 -3.091 0.414
H -0.330 -1.725 -1.391 0.352
C -5.226 -3.832 2.325 -1.251
Si -3.877 -3.036 3.377 0.543
C -4.094 -3.702 5.133 -1.101
C -4.125 -1.187 3.484 -0.322
Si -1.720 -3.702 2.749 0.429
Te -0.664 -3.328 0.481 -0.380
Si -0.203 -3.196 4.496 0.022
C 1.523 -3.137 3.789 -0.638
C -0.279 -4.563 5.800 -1.084
C -0.677 -1.597 5.357 0.022
Si -1.822 -6.040 2.508 0.283
C -2.587 -6.921 3.996 -1.102
C -0.079 -6.721 2.283 -1.021
C -2.847 -6.548 1.012 -0.998
H -6.203 -3.410 2.578 0.413
H -5.264 -4.908 2.515 0.285
H -5.063 -3.686 1.257 0.360
H -5.104 -3.477 5.491 0.416
H -3.386 -3.227 5.815 0.196
H -3.946 -4.782 5.192 0.191
H -5.135 -0.958 3.839 0.471
H -3.980 -0.674 2.534 -0.251
H -3.416 -0.755 4.193 0.136
H 1.822 -4.122 3.419 0.358
H 2.237 -2.806 4.548 0.313
H 1.574 -2.441 2.950 -0.086
H 0.014 -5.534 5.394 0.237
H -1.282 -4.658 6.224 0.285
H 0.409 -4.316 6.613 0.405
H -0.994 -0.843 4.633 -0.830
H 0.189 -1.201 5.899 0.468
H -1.496 -1.763 6.061 0.536
H -2.116 -6.626 4.936 0.302
H -2.469 -8.004 3.882 0.408
H -3.657 -6.710 4.069 0.294
H 0.540 -6.514 3.159 0.237
H 0.407 -6.265 1.418 0.280
H -0.103 -7.804 2.129 0.381
H -3.886 -6.229 1.123 0.240
H -2.835 -7.636 0.894 0.346
H -2.452 -6.093 0.102 0.225
F -0.531 1.707 -7.865 -0.376
C -0.856 1.486 -6.536 1.011
C 0.080 0.835 -5.611 -1.424
F -0.524 -0.151 -4.779 -0.032
C -0.331 2.249 -5.347 0.682
F 0.638 3.223 -5.414 -0.400
C -1.506 2.613 -4.506 -0.314
Se -1.508 3.525 -2.991 0.003
C -2.663 2.018 -5.139 0.371
F -3.880 1.989 -4.584 -0.371
C -2.317 1.424 -6.286 0.166
F -3.135 0.729 -7.069 -0.325
```

***

ORCA calculation (wB97M-V/def2-TZVPD) on C31H37CaFN7O4Se as an isolated structure at a distorted geometry.

Results
HOMO energy (eV): -9.52
Energy above the lowest of the compared OMol25 structures with the same formula, charge and spin (kcal per mole): 0.0
Net charge: +1
E_LUMO (eV): -4.3114

Structure (XYZ):
```
82
Properties=species:S:1:pos:R:3:mulliken_charge:R:1
Ca -1.236 0.716 -0.702 2.436
C 1.708 1.563 3.375 -1.405
C 1.146 0.147 3.210 1.649
C 1.278 -0.634 4.522 -1.815
C 1.844 -0.552 2.059 1.287
C 3.208 -0.788 2.178 -0.612
C 3.937 -1.356 1.152 -1.624
C 3.290 -1.705 -0.017 -0.982
C 1.927 -1.498 -0.176 0.907
C 1.274 -1.997 -1.448 2.151
C 1.155 -3.526 -1.392 -1.714
C 2.051 -1.590 -2.706 -1.852
C 1.177 -0.914 0.867 -1.429
N -0.197 -0.640 0.686 1.965
C -1.097 -1.268 1.468 0.870
C -0.844 -2.420 2.261 -1.156
C -1.830 -3.017 3.016 -0.745
C -3.136 -2.531 3.027 -1.222
C -3.438 -1.423 2.247 -0.409
C -2.442 -0.838 1.505 -0.322
F -2.789 0.266 0.712 -0.449
H 1.222 2.072 4.208 0.403
H 1.547 2.150 2.469 0.220
H 2.777 1.537 3.576 0.375
H 0.083 0.234 2.979 -0.639
H 2.309 -0.635 4.874 0.350
H 0.957 -1.665 4.393 0.361
H 0.655 -0.181 5.293 0.469
H 3.714 -0.515 3.094 0.396
H 4.995 -1.537 1.267 0.420
H 3.856 -2.170 -0.813 0.387
H 0.273 -1.573 -1.510 -0.602
H 2.147 -3.976 -1.402 0.448
H 0.596 -3.907 -2.247 0.372
H 0.659 -3.846 -0.476 0.320
H 2.927 -2.219 -2.849 0.454
H 2.388 -0.556 -2.648 0.310
H 1.420 -1.705 -3.588 0.383
H 0.159 -2.826 2.250 0.715
H -1.583 -3.882 3.616 0.470
H -3.901 -3.002 3.624 0.383
H -4.437 -1.011 2.214 0.505
N -3.602 -3.759 -0.218 -0.767
C -2.459 -3.223 -0.949 0.748
C -2.750 -1.772 -1.318 0.076
O -3.977 -1.389 -1.077 -0.475
O -1.922 -1.031 -1.814 -0.640
H -3.429 -3.741 0.783 0.128
H -3.807 -4.715 -0.478 0.260
H -4.428 -2.182 -0.676 0.484
H -2.293 -3.779 -1.874 0.606
H -1.523 -3.241 -0.385 -0.418
O -2.747 1.860 -1.797 -0.627
H -3.624 1.935 -1.404 0.342
H -2.348 2.749 -1.765 0.330
Se -0.681 5.801 -1.350 0.320
N -0.428 6.105 0.346 -0.780
C -0.662 4.985 1.016 0.644
C -0.610 4.811 2.414 -0.650
C -0.945 3.576 2.899 -1.016
C -1.276 2.528 2.017 -0.469
N -1.300 2.628 0.705 -0.089
C -1.029 3.851 0.198 0.660
N -1.107 4.105 -1.104 -0.625
H -0.326 5.632 3.055 0.491
H -0.944 3.385 3.962 0.567
H -1.532 1.558 2.424 0.542
N 0.495 0.763 -6.164 -0.280
C 1.248 1.774 -5.671 0.089
O 1.847 2.561 -6.368 -0.618
C 1.307 1.869 -4.171 0.492
C 2.432 2.455 -3.597 -0.466
C 2.516 2.542 -2.217 -1.246
C 1.467 2.047 -1.460 -0.262
N 0.373 1.520 -2.002 0.165
C 0.293 1.439 -3.327 -0.952
H 0.458 0.643 -7.163 0.235
H 0.093 0.050 -5.583 0.171
H 3.222 2.822 -4.236 0.523
H 3.380 2.972 -1.735 0.536
H 1.501 2.065 -0.376 0.362
H -0.632 1.024 -3.711 0.579
```

***

ORCA calculation (wB97M-V/def2-TZVPD) on C2HCuFO2 as an isolated structure at a distorted geometry.

Results
Multiplicity: 3
HOMO energy (alpha / beta) (eV): -14.51 / -16.95
Energy above the lowest of the compared OMol25 structures with the same formula, charge and spin (kcal per mole): 39.9
Net charge: +1
E_LUMO (alpha / beta) (eV): -6.6178 / -9.3612

Structure (XYZ):
```
7
Properties=species:S:1:pos:R:3:lowdin_spin:R:1
C 0.112 -0.372 -0.681 0.612
C -0.810 0.346 0.105 0.228
O -1.944 0.439 0.409 0.210
O 1.366 -0.314 -0.302 0.671
Cu -0.551 -1.879 -1.766 0.194
H 1.397 0.595 0.831 0.007
F 0.429 1.185 1.403 0.078
```

***

ORCA calculation (wB97M-V/def2-TZVPD) on one molecule with the formula C2H5N3O.

Results
Structure (SMILES): C=NC(=O)NN
HOMO energy (eV): -9.34
Energy above the lowest of the compared OMol25 structures with the same formula, charge and spin (kcal per mole): 40.8
Net charge: 0
E_LUMO (eV): 0.5114

Structure (XYZ):
```
11
Properties=species:S:1:pos:R:3:mulliken_charge:R:1
C -0.521 -1.220 1.933 -0.230
N -0.844 -0.505 0.944 -0.456
C 0.189 -0.075 0.071 0.684
O 1.371 -0.334 0.160 -0.632
N -0.348 0.676 -0.912 0.018
N 0.446 1.370 -1.841 -0.711
H 0.506 -1.517 2.148 0.241
H -1.300 -1.555 2.601 0.252
H -1.317 0.955 -0.857 0.296
H 0.409 0.894 -2.745 0.239
H 1.408 1.310 -1.501 0.299
```

***

ORCA calculation (wB97M-V/def2-TZVPD) on a 2-piece molecular cluster, C3H11N2O4 overall at a distorted geometry.

Results
Multiplicity: 3
HOMO energy (alpha / beta) (eV): -7.91 / -14.47
Net charge: +1
E_LUMO (alpha / beta) (eV): -2.8204 / -7.5071

Structure (XYZ):
```
20
Properties=species:S:1:pos:R:3:lowdin_spin:R:1
C 0.929 1.253 -1.644 0.003
C -0.401 -2.328 0.556 0.540
C -0.131 1.525 0.483 0.003
N -0.307 -3.591 0.896 0.732
N 0.939 0.819 -0.243 0.008
O -1.447 -1.599 0.900 0.108
O 0.500 -1.781 -0.109 0.535
O -1.405 1.092 0.120 0.003
O 0.045 2.920 0.378 0.001
H 1.829 1.194 -2.168 0.000
H 0.172 0.591 -2.192 0.001
H 0.596 2.235 -1.645 0.001
H -1.131 -4.210 1.285 0.015
H 0.723 -4.018 0.723 0.030
H 0.625 -0.295 -0.097 0.006
H 1.848 0.934 0.151 0.001
H -1.450 -0.656 0.860 0.010
H -0.148 1.196 1.476 0.002
H -1.436 1.284 -0.837 0.000
H -0.349 3.435 1.107 0.000
```